[1]
Below is one molecule with the formula C4H10O2, with properties calculated with wB97M-V/def2-TZVPD.

```
16
Properties=species:S:1:pos:R:3:forces:R:3
C -2.316890 0.244637 0.035385 0.40 1.88 -1.36
H 1.006962 1.456883 -0.803842 -0.47 -0.14 0.32
H -2.879203 -0.516540 0.675836 1.53 1.44 -0.09
O 1.322347 -0.206606 0.394173 -0.08 0.10 -0.10
C 0.449087 0.588512 -0.398218 -0.41 -0.27 -0.18
H 0.115229 -0.009373 -1.257185 -0.01 0.00 -0.04
H 2.822516 -1.568030 0.318690 -0.11 0.15 -0.10
H -0.404280 1.870068 1.078256 -1.78 -0.39 -1.03
H 2.957985 -0.257259 -0.885900 -0.06 -0.07 0.05
H -2.029463 -0.315699 -0.851218 -0.30 0.37 -0.45
H -2.995678 1.051422 -0.126541 -0.76 0.41 -0.94
C -0.770250 0.952429 0.509235 -1.48 -2.37 0.85
O -0.933704 -0.043074 1.527683 2.55 -0.52 2.77
C 2.258938 -0.927720 -0.366242 0.21 -0.11 -0.20
H 1.760241 -1.559463 -1.118045 0.07 0.09 0.11
H -0.363835 -0.760187 1.267927 0.71 -0.57 0.40
```
Forces are in eV/Å.

The net charge is 0. The frontier orbital gap comes out at 9.399 eV. Its molar mass is 90.12 g mol⁻¹. The SMILES is COC[C@@H](C)O.

=====

[2]
Below is C26H30CaF4N2O7 as an isolated structure, with properties calculated with wB97M-V/def2-TZVPD.

```
70
Properties=species:S:1:pos:R:3:forces:R:3
C 4.326500 -2.544500 1.516800 -0.05 -0.14 -0.09
C -2.794900 -1.432100 -0.209600 0.16 -0.60 0.08
C 4.344600 0.646900 0.407600 -0.31 -0.04 -0.15
C -0.895900 4.323900 -0.307800 1.07 -0.32 -1.29
H 4.381400 -3.143900 2.426600 -0.03 -0.05 0.10
H 2.545000 1.075700 -1.978900 0.10 -0.05 -0.14
F 0.769700 2.658600 -1.132000 -0.01 -0.06 0.06
C 2.106500 -3.511100 0.854900 0.21 0.03 -0.08
H 5.341700 -2.330100 1.185500 0.11 0.07 0.03
H 3.974700 2.535300 -3.284500 -0.03 0.17 -0.03
O -1.016000 5.536600 -0.311700 -0.10 0.95 -0.04
O -0.643400 -2.193100 0.439600 0.45 -1.02 0.51
C -2.490300 0.717800 -1.204500 -0.14 0.22 -0.75
H -2.883900 -1.661400 -1.276800 -0.07 0.03 0.09
H 2.451500 0.209100 -4.909100 0.09 -0.03 -0.04
C -1.864000 -2.519700 0.374200 -1.49 -0.66 0.21
H 5.005600 0.063900 -0.219700 -0.01 -0.09 0.01
O -0.586100 -0.244300 -2.244400 0.21 -0.10 -1.98
H -3.802200 -1.507200 0.235100 0.26 0.05 -0.09
C -2.594300 0.532800 1.181800 0.07 0.24 0.78
C 4.441300 -3.289700 -1.871500 0.06 -0.04 -0.08
O -2.427700 -0.058600 -3.470200 -0.11 0.10 -0.05
H 5.929300 1.801400 1.221200 0.05 0.01 0.01
H 4.022000 -4.286300 0.320300 -0.06 0.19 -0.04
C 3.170900 -1.334900 -1.231800 0.49 -0.15 -0.26
H -2.095900 1.505400 1.215100 -0.15 0.02 -0.01
H 5.009600 1.418800 -2.391500 0.12 0.05 0.08
H 4.423200 -1.067400 -4.388500 -0.04 0.07 -0.05
H 4.458400 3.178600 2.658400 -0.01 0.09 0.06
Ca 0.054500 -0.365400 -0.343700 2.25 0.25 0.55
C 3.039000 0.635200 -2.847900 0.09 0.07 -0.18
C 4.266500 1.493100 -3.182100 -0.17 -0.09 0.15
C 2.950300 0.367000 0.362400 0.65 0.25 0.36
H 1.551100 -4.028100 0.075900 -0.17 -0.01 0.00
C 2.165800 1.212800 1.176700 0.49 0.23 0.03
H -3.575500 0.802100 -1.395400 0.27 -0.02 0.03
C 4.698800 -2.754100 -3.117700 0.00 -0.02 -0.07
H 4.725700 1.173100 -4.118100 0.04 -0.03 -0.09
H -0.601700 -1.135700 1.841600 -0.07 -0.32 0.59
H -2.493200 0.316800 3.315200 -0.10 -0.10 -0.18
H 1.139600 0.120300 -3.716900 -0.14 -0.03 -0.13
C 4.858900 1.630800 1.219300 0.09 0.28 0.19
H 1.761100 1.688400 -4.223100 -0.08 0.11 -0.07
F 0.797300 1.033000 1.111800 0.79 0.93 0.89
F 0.942900 4.627100 -2.007800 -0.17 -0.08 0.22
O -0.830700 -0.510600 2.558700 0.35 0.01 -0.19
C 2.666500 2.196500 1.984700 -0.24 -0.08 -0.02
H 1.979100 2.794600 2.564400 -0.09 0.05 0.02
H 5.285800 -3.309700 -3.837200 0.02 -0.01 -0.09
H -2.082900 1.716400 -1.035000 -0.06 0.05 0.07
C 4.206500 -1.498200 -3.418600 0.12 -0.07 -0.12
F -0.681700 3.331000 -2.583000 -0.15 0.03 0.14
H -3.691700 0.696200 1.207300 0.18 -0.01 -0.02
O -2.352900 -3.589200 0.726500 -0.06 -0.02 -0.12
C 4.040200 2.409900 2.026700 0.17 0.02 0.00
C 3.467500 -0.774100 -2.496500 -0.09 0.02 0.21
H 1.621300 -2.556900 1.039300 0.00 -0.16 0.05
O -1.343000 3.431300 0.399000 -0.48 -0.91 0.66
H 4.844500 -4.265000 -1.623000 -0.02 -0.05 0.04
H 2.071400 -4.109600 1.766000 -0.06 -0.04 0.08
N 2.381700 -0.618400 -0.331800 -0.29 -0.32 -0.06
C -2.204600 -0.267200 2.432100 -0.61 0.00 0.00
H 3.834600 -1.604300 1.752700 0.03 0.06 0.05
N -2.195900 -0.116300 -0.053100 -1.53 0.16 0.22
C 3.553400 -3.294900 0.428000 -0.04 0.10 0.23
C 0.045200 3.739300 -1.513000 -0.14 0.41 0.20
H -2.755400 -1.223000 2.453900 -0.02 0.18 0.08
C 2.038300 0.658800 -4.004200 -0.01 -0.05 0.25
C -1.785100 0.093500 -2.434000 -1.58 0.42 -0.78
C 3.694900 -2.608800 -0.917400 -0.01 -0.14 -0.06
```
Forces are in eV/Å.

The net charge is -2. The frontier orbital gap comes out at 6.843 eV. Its molar mass is 598.60 g mol⁻¹.

=====

[3]
Below is one molecule with the formula C19H37N3, with properties calculated with wB97M-V/def2-TZVPD.

```
59
Properties=species:S:1:pos:R:3:forces:R:3
H -3.238777 -1.157755 0.064225 -0.17 0.00 -0.09
C -5.337617 -0.812063 0.460336 0.19 -0.14 -0.15
H 0.561121 -2.397578 2.290727 0.11 -0.05 0.13
C 2.894172 -2.294352 -0.729042 0.00 -0.15 0.12
C 2.979116 3.218401 1.364522 -0.02 -0.14 -0.10
C 5.116915 2.962389 0.058321 -0.12 -0.14 -0.12
N -3.672252 0.861494 -0.115072 -0.03 0.08 -0.15
H 3.537222 3.152972 2.298542 0.02 0.05 0.13
H -5.635654 -1.852427 0.312327 0.06 0.02 0.04
H 3.673915 -0.156473 1.581564 0.02 0.07 0.08
C 3.690217 -1.413835 -0.133099 0.20 0.00 -0.02
C 3.126817 1.518049 -0.417616 -0.10 0.00 -0.15
H 5.373581 -0.110952 -0.358050 0.09 0.01 -0.01
H 1.006857 -0.817201 0.330030 -0.10 -0.07 0.01
H 4.811614 -1.497419 1.675739 0.07 0.02 0.07
H -0.257258 -0.845113 2.416315 -0.02 0.07 0.14
H 2.049921 -4.229641 -0.554635 0.02 -0.02 0.11
C 4.550847 -0.493582 -0.963360 -0.24 0.03 -0.33
H 4.971990 -1.038897 -1.811196 0.08 -0.01 0.05
H -0.316237 1.124418 -0.065131 -0.08 -0.06 0.08
C -0.201745 -1.766611 1.843529 0.19 0.14 -0.25
H 0.351618 -2.631585 -1.434085 -0.04 -0.02 -0.07
C -4.049119 -0.528865 -0.303653 -0.20 -0.32 0.43
H 2.943035 0.308085 -2.150315 0.05 0.01 -0.06
N -1.028857 -0.863379 -0.260005 0.20 -0.14 -0.37
H 5.546072 2.567359 -0.857090 0.12 -0.01 -0.07
H 2.093391 -3.344040 0.966661 0.02 -0.08 0.04
C 3.708328 2.493735 0.270333 -0.08 0.16 0.11
N -6.384198 0.050610 -0.057963 -0.37 -0.08 0.14
H -1.160573 -2.274802 1.907604 -0.12 -0.09 0.01
H 3.084972 -1.789376 1.906877 -0.05 -0.05 0.13
H 1.986458 2.803526 1.521412 -0.09 -0.01 0.04
C -2.377178 1.169888 -0.686575 0.14 -0.06 0.33
H -4.434235 2.761428 -0.491469 0.00 -0.02 -0.03
H -4.214765 -0.751276 -1.372970 0.04 -0.02 -0.01
H 2.877898 4.274759 1.115356 0.00 0.11 0.04
C 0.475397 -2.784563 -0.358447 0.07 0.17 0.20
H -4.898851 1.540959 -1.709039 0.01 0.04 0.03
H 5.147798 4.050645 0.019496 0.06 0.09 0.00
H -7.265132 -0.144980 0.408448 0.13 0.03 -0.10
H -6.819450 2.072869 -0.263609 0.06 0.02 0.04
C -4.723865 1.716786 -0.632422 -0.23 0.15 0.18
C -6.018339 1.441585 0.128351 0.08 0.24 -0.15
H -0.927490 -0.923235 -1.269822 0.03 0.00 0.09
C 3.738478 0.697242 -1.511739 0.31 0.01 0.10
H -5.153772 -0.643139 1.535475 0.02 -0.05 -0.08
H 4.396277 1.310502 -2.131739 -0.04 0.00 -0.07
H -0.223428 -3.565742 -0.054725 -0.09 -0.03 -0.04
H 2.109709 1.247920 -0.161115 -0.13 0.04 0.14
H -1.483517 0.578843 1.161502 0.02 0.12 -0.01
H -5.855680 1.691687 1.191487 0.00 0.03 -0.11
H -2.252156 2.255509 -0.641280 0.01 -0.06 -0.08
H 5.742527 2.645040 0.893407 0.10 0.02 0.07
H 2.901432 -2.331894 -1.812829 0.08 0.05 -0.20
C 1.918274 -3.242335 -0.103149 -0.14 0.11 -0.10
C 3.811944 -1.211180 1.346483 -0.15 -0.15 -0.05
H -2.310826 0.866552 -1.748796 0.01 0.06 -0.01
C -1.233684 0.527191 0.100011 0.04 0.24 -0.12
C 0.126536 -1.485429 0.377028 -0.04 -0.19 0.06
```
Forces are in eV/Å.

The net charge is 0. The frontier orbital gap comes out at 9.174 eV. Its molar mass is 307.53 g mol⁻¹. The SMILES is CC(C)=CCC/C(C)=C/CC[C@H](C)NCCN1CCNCC1.

=====

[4]
Below is a 2-piece molecular cluster, C6H13NS overall, with properties calculated with wB97M-V/def2-TZVPD.

```
21
Properties=species:S:1:pos:R:3:forces:R:3
H -2.156501 1.830948 -0.170613 2.11 0.71 -0.22
H -2.523764 -1.666185 1.900336 0.35 0.00 -0.10
H 2.321905 -1.120773 -1.917249 -0.40 0.53 -1.78
C 2.798676 -1.080389 -0.990704 1.96 -0.92 3.11
H -0.981696 2.896958 0.833479 0.11 -1.70 -2.07
N -1.872722 -0.841225 0.057058 -0.38 1.70 -1.45
H 3.046476 -2.195718 -0.792563 0.11 1.89 -0.11
C -1.002092 2.185340 -0.151103 -2.06 3.86 1.92
H -3.275723 0.185686 -1.555046 0.40 -0.23 0.35
C 1.123374 0.717249 -0.300776 1.01 -0.62 0.15
H -0.666517 -1.792879 1.471644 -2.47 1.33 0.25
H 3.723797 -0.418425 -0.908998 -1.07 -1.04 -0.62
H 1.036480 -1.497198 -0.097700 -0.68 0.67 0.09
C -1.670969 -1.124984 1.454348 1.86 -2.75 -0.53
C -0.102215 1.147404 -0.092357 1.94 -1.94 -0.37
C 1.732652 -0.652669 0.031787 -1.53 -1.14 -0.21
H -0.847381 2.884793 -0.999370 -0.25 -0.49 0.17
S -3.138026 0.228331 -0.204658 -0.67 -1.87 0.47
H -1.460735 -0.264871 2.008031 0.24 1.37 1.18
H 1.904615 -0.724851 1.126561 0.87 0.29 -0.68
H 2.010356 1.303459 -0.702098 -1.45 0.34 0.46
```
Forces are in eV/Å.

The net charge is 0. The frontier orbital gap (spin up / spin down) comes out at 7.525 / 8.131 eV. Its molar mass is 131.24 g mol⁻¹.

=====

[5]
Below is one molecule with the formula C4H6BrClN2, with properties calculated with wB97M-V/def2-TZVPD.

```
14
Properties=species:S:1:pos:R:3:forces:R:3
H -0.169037 2.369636 -2.233581 -0.74 0.30 -1.22
C -0.513438 -1.767812 0.548278 2.82 2.74 -1.62
C -0.041913 0.821799 -0.962415 -0.95 0.30 -1.46
C 0.321547 -0.839106 1.440397 -0.18 0.14 -2.14
Br -0.791874 0.711698 2.026167 0.72 -0.86 0.45
H 0.651114 -1.532039 2.177448 0.50 0.44 1.31
N -1.206579 -1.187599 -0.498316 -2.07 -1.48 -0.41
H 1.162984 -0.484322 0.790212 -0.68 0.07 1.16
H -0.169298 2.900212 -0.552329 1.02 -0.62 -0.74
C 0.301050 2.197524 -1.305915 -3.03 -0.12 2.08
N -0.747879 -0.106974 -0.913190 1.97 0.43 1.17
H 1.296663 2.274237 -1.482600 3.05 0.68 0.00
H -0.989552 -2.451618 1.113929 -2.28 -2.08 1.32
Cl 0.896212 -2.905635 -0.148085 -0.13 0.06 0.11
```
Forces are in eV/Å.

The net charge is 0. The frontier orbital gap comes out at 8.826 eV. Its molar mass is 197.46 g mol⁻¹.

=====

[6]
Below is C12H12Cl5CrS3 as an isolated structure, with properties calculated with wB97M-V/def2-TZVPD.

```
33
Properties=species:S:1:pos:R:3:forces:R:3
H 2.960798 1.824930 -0.052889 0.02 0.02 -0.01
C 2.256731 1.846753 -0.884891 -0.11 -0.25 0.00
C -0.205822 -2.798000 3.657890 -0.02 -0.13 0.16
H 1.092778 -0.325744 -3.239847 -0.01 0.04 -0.04
C -0.103129 -1.716136 2.812743 0.13 -0.29 -0.72
C 0.270872 -4.176980 1.722014 0.02 0.02 -0.05
H -1.409081 -0.113565 -3.231170 0.03 -0.08 -0.04
H -2.273349 2.853837 0.715228 -0.01 0.03 0.01
H 2.826415 2.022220 -1.797473 0.05 0.05 0.03
C 0.374700 -3.028141 0.933945 0.00 0.15 0.29
Cl 0.504412 -5.728309 1.031275 0.00 0.01 0.03
Cl 0.808773 -3.190981 -0.730221 -0.02 -0.01 -0.29
Cl -0.540582 -2.607742 5.325771 -0.01 0.07 -0.01
S 1.602128 0.140721 -0.960162 0.24 0.24 -0.29
C -0.837939 -0.319474 -2.326129 -0.09 0.14 0.25
S 0.058724 2.610816 0.686268 0.03 0.51 -0.21
S -1.824196 0.270150 -0.913686 0.18 0.19 0.07
H -1.539175 3.998607 -0.408166 -0.08 0.02 0.04
C 0.178680 -1.758754 1.458516 0.04 -1.01 0.29
H 0.559884 1.287671 -2.781894 -0.03 -0.01 -0.04
C -0.016067 -4.060470 3.085511 0.00 0.06 0.04
C 0.568057 0.244157 -2.473994 0.08 -0.10 0.26
Cl -0.116295 -5.455919 4.069382 -0.02 0.00 0.01
Cl -0.304749 -0.050604 3.339325 -0.24 0.43 0.83
H -0.802647 -1.394545 -2.174384 -0.02 -0.11 -0.06
H 1.709725 3.884378 -0.481309 0.02 0.02 -0.07
C -1.555590 2.953658 -0.098945 0.19 -0.13 0.08
C -1.929512 2.063215 -1.273038 0.00 -0.29 0.05
Cr 0.119168 0.184262 0.982482 -0.24 0.31 -0.76
C 1.217207 2.938600 -0.700501 -0.15 -0.07 0.23
H 0.611588 3.070522 -1.594234 0.03 0.04 -0.02
H -1.302538 2.257614 -2.140894 -0.02 0.05 -0.02
H -2.959969 2.273250 -1.556507 0.01 0.07 -0.04
```
Forces are in eV/Å.

The spin multiplicity is 5. The net charge is +1. The frontier orbital gap (spin up / spin down) comes out at 8.695 / 8.577 eV. Its molar mass is 481.69 g mol⁻¹.